*one*
The ion C5H10NOS with charge +1. Source: the OMol25 dataset; level of theory: ωB97M-V with the def2-TZVPD basis set.

Geometry as XYZ:
```
18
C5H10NOS (ωB97M-V with the def2-TZVPD basis set)
C -0.141 -1.899 0.992
C 0.325 1.818 -2.731
C 0.324 1.562 -0.365
C -0.484 -0.985 2.158
C -0.489 0.318 -0.172
N 0.196 -0.998 -0.130
O 1.002 1.579 -1.590
S -1.340 0.472 1.446
H 0.673 -2.628 1.041
H -1.215 -2.338 0.786
H 0.788 1.567 -3.641
H -0.716 2.030 -2.647
H -0.332 2.494 -0.284
H 1.094 1.634 0.347
H -1.192 -1.374 3.018
H 0.363 -0.705 2.891
H 1.195 -0.889 -0.222
H -0.049 -1.658 -0.897
```

Properties
Kohn-Sham gap (spin up / spin down) = 5.3972 / 9.5187 eV
charge = +1
LUMO energy (spin up / spin down) = -5.50 / -3.43 eV

Here are the Löwdin charges for atoms 1 to 4, given in e: -0.181, 0.046, -0.271, -0.450

*two*
The ion C5H10NOS with charge +1. Source: the OMol25 dataset; level of theory: ωB97M-V with the def2-TZVPD basis set.

Geometry as XYZ:
```
18
C5H10NOS (ωB97M-V with the def2-TZVPD basis set)
C 1.816 2.297 0.800
S 1.531 0.602 1.188
C -0.152 0.232 0.573
O -0.891 -0.439 1.579
C -0.917 -1.718 1.278
C -0.459 -1.965 0.037
N -0.094 -0.703 -0.575
C -1.061 -0.361 -1.640
H 0.873 2.729 0.517
H 2.473 2.329 -0.052
H 2.188 2.879 1.635
H -0.555 1.204 0.186
H -1.343 -2.545 1.894
H -0.282 -2.791 -0.624
H 0.780 -0.729 -1.062
H -1.988 -0.055 -1.203
H -0.657 0.353 -2.260
H -1.263 -1.318 -2.271
```

Properties
Kohn-Sham gap = 10.2786 eV
charge = +1
SMILES string = CS[C@@H]1OC=C[N@H+]1C
LUMO energy = -3.07 eV

Here are the Löwdin charges for atoms 1 to 4, given in e: -0.384, 0.963, -0.503, 0.001

Most stable structure, least stable structure: *two*, *one*.

*one*
A cluster of 2 separate species, CH2N3O3 in total. Source: the OMol25 dataset; level of theory: ωB97M-V with the def2-TZVPD basis set.

Geometry as XYZ:
```
9
CH2N3O3 (ωB97M-V with the def2-TZVPD basis set)
C -0.274 0.449 0.491
N 0.302 0.006 -0.553
N -0.149 1.934 0.320
N 0.079 -2.028 -0.783
O -0.373 -2.285 -1.858
O -0.893 0.086 1.467
O 0.532 -2.697 0.083
H 0.607 2.070 -0.374
H 0.168 2.465 1.206
```

Properties
Kohn-Sham gap (spin up / spin down) = 8.6175 / 8.6295 eV
charge = -1
LUMO energy (spin up / spin down) = 4.13 / 4.14 eV

Here are the Löwdin charges for atoms 1 to 4, given in e: -0.850, 0.163, 0.009, -0.369

*two*
The ion CH2N3O3 with charge -1. Source: the OMol25 dataset; level of theory: ωB97M-V with the def2-TZVPD basis set.

Geometry as XYZ:
```
9
CH2N3O3 (ωB97M-V with the def2-TZVPD basis set)
N -2.328 0.260 -0.242
N -1.268 -0.380 -0.092
O -1.095 -1.497 0.347
N -0.122 0.451 -0.480
O 0.987 -0.273 -0.193
C 2.003 0.408 0.174
O 3.110 -0.061 0.167
H -3.159 -0.393 -0.059
H 1.871 1.485 0.379
```

Properties
Kohn-Sham gap = 7.5917 eV
charge = -1
SMILES string = [NH-][N+](=O)[N-]OC=O
LUMO energy = 4.31 eV

Here are the Löwdin charges for atoms 1 to 4, given in e: 0.004, -0.535, -0.080, -0.026

*three*
A cluster of 3 separate species, CH2N3O3 in total. Source: the OMol25 dataset; level of theory: ωB97M-V with the def2-TZVPD basis set.

Geometry as XYZ:
```
9
CH2N3O3 (ωB97M-V with the def2-TZVPD basis set)
C 0.639 -0.845 0.236
N 2.201 1.677 0.881
N -0.353 -0.269 0.552
N 1.978 1.614 -0.214
O -2.955 -0.626 -0.201
O 1.665 -1.333 -0.178
O 1.845 1.558 -1.366
H -3.142 -1.447 0.246
H -1.878 -0.328 0.044
```

Properties
Kohn-Sham gap = 8.7220 eV
charge = -1
LUMO energy = 4.07 eV

Here are the Löwdin charges for atoms 1 to 4, given in e: -0.648, 0.229, 0.014, -0.337

Most stable structure, least stable structure: *three*, *two*.

*one*
An isolated molecule of C8H16ClNO2S. Source: the OMol25 dataset; level of theory: ωB97M-V with the def2-TZVPD basis set.

Geometry as XYZ:
```
29
C8H16ClNO2S (ωB97M-V with the def2-TZVPD basis set)
C -0.481 -2.018 -3.721
C -0.327 -3.058 -2.584
O -0.153 -2.362 -1.317
C 1.027 -1.730 -1.053
O 2.021 -1.809 -1.754
C 1.010 -0.871 0.226
C 0.693 0.576 -0.065
N 0.745 1.249 1.230
S 2.198 2.090 1.507
Cl 1.800 3.697 0.199
C -0.494 1.830 1.816
C -0.280 2.506 3.169
C -1.608 0.802 1.913
H 0.442 -1.443 -3.847
H -1.308 -1.318 -3.505
H -0.691 -2.472 -4.677
H -1.240 -3.676 -2.531
H 0.511 -3.706 -2.814
H 0.293 -1.278 0.912
H 1.961 -0.963 0.703
H 1.426 0.958 -0.773
H -0.316 0.687 -0.517
H -0.819 2.602 1.120
H 0.159 1.795 3.877
H -1.268 2.849 3.582
H 0.371 3.356 3.139
H -1.927 0.500 0.903
H -2.507 1.261 2.374
H -1.241 -0.053 2.484
```

Properties
Kohn-Sham gap = 9.2547 eV
charge = 0
SMILES string = CCOC(=O)CCN(SCl)C(C)C
LUMO energy = 0.10 eV

Here are the Löwdin charges for atoms 1 to 4, given in e: -0.071, -0.189, -0.023, -0.445

*two*
An isolated molecule of C8H16ClNO2S. Source: the OMol25 dataset; level of theory: ωB97M-V with the def2-TZVPD basis set.

Geometry as XYZ:
```
29
C8H16ClNO2S (ωB97M-V with the def2-TZVPD basis set)
C -1.707 -3.270 -0.932
C -2.670 -2.454 -1.805
O -2.532 -1.085 -1.458
C -1.339 -0.452 -1.841
O -0.720 -0.662 -2.855
C -0.749 0.610 -0.991
C -0.028 -0.101 0.178
N 0.398 1.002 1.063
S 0.121 0.794 2.722
Cl 0.499 -1.218 2.817
C 1.577 1.757 0.701
C 2.804 1.160 1.425
C 1.457 3.211 1.014
H -1.676 -4.346 -1.162
H -0.684 -2.877 -0.965
H -2.041 -3.221 0.043
H -3.720 -2.626 -1.583
H -2.435 -2.651 -2.948
H -1.539 1.139 -0.464
H -0.036 1.149 -1.576
H 0.875 -0.666 -0.048
H -0.775 -0.751 0.765
H 1.704 1.674 -0.283
H 2.891 0.047 1.185
H 2.706 1.240 2.512
H 3.690 1.813 1.114
H 1.050 3.435 2.069
H 0.569 3.499 0.388
H 2.310 3.851 0.912
```

Properties
Kohn-Sham gap = 8.6485 eV
charge = 0
SMILES string = CCOC(=O)CCN(SCl)C(C)C
LUMO energy = 0.20 eV

Here are the Löwdin charges for atoms 1 to 4, given in e: -0.062, -0.225, -0.036, -0.466

Most stable structure, least stable structure: *one*, *two*.

*one*
A cluster of 2 separate species, BrHIP in total. Source: the OMol25 dataset; level of theory: ωB97M-V with the def2-TZVPD basis set.

Geometry as XYZ:
```
4
BrHIP (ωB97M-V with the def2-TZVPD basis set)
P -0.303 0.563 1.398
Br 2.354 -2.412 -2.073
I -1.098 0.049 -0.794
H -0.953 1.801 1.469
```

Properties
Kohn-Sham gap (spin up / spin down) = 8.0755 / 4.9988 eV
charge = 0
LUMO energy (spin up / spin down) = -1.64 / -3.60 eV

Table of Löwdin atomic charges, one value per atom, all in e: 0.124, -0.022, 0.177, -0.279

*two*
A cluster of 2 separate species, BrHIP in total. Source: the OMol25 dataset; level of theory: ωB97M-V with the def2-TZVPD basis set.

Geometry as XYZ:
```
4
BrHIP (ωB97M-V with the def2-TZVPD basis set)
P 1.160 0.091 0.871
Br 1.006 -1.585 -0.458
I -2.463 0.535 -0.349
H 0.297 0.959 -0.063
```

Properties
Kohn-Sham gap (spin up / spin down) = 8.2839 / 5.6113 eV
charge = 0
LUMO energy (spin up / spin down) = -1.73 / -3.20 eV

Table of Löwdin atomic charges, one value per atom, all in e: 0.186, 0.044, 0.041, -0.272

Most stable structure, least stable structure: *two*, *one*.